Entry 1:
17
Properties=species:S:1:pos:R:3:forces:R:3 method="wB97M-V/def2-TZVPD" e_lumo_ev="0.3 / 0.3" e_tot_ev=-7414.5593 homo_ha="-0.2902 / -0.2908" e_above_lowest_kj_mol=624.8
C 1.453182 -0.332444 0.269524 0.21 -0.12 -0.15
C 0.489937 0.699494 0.919604 0.16 0.03 0.35
C -0.152474 1.236973 -0.160952 -0.09 0.16 -0.35
C -1.058127 0.067547 -0.478750 -0.15 0.05 -0.30
C -1.826318 -0.162167 0.827995 -0.10 0.05 0.09
C -0.442413 -0.430556 1.387934 -0.07 -0.15 0.35
C 0.065816 -1.035955 0.047095 0.07 -0.31 -0.03
H 2.053231 -0.017682 -0.585447 -0.14 0.00 0.17
H 2.059656 -0.925903 0.965732 -0.13 0.12 -0.07
H 2.078227 1.479310 -2.413506 0.01 -0.02 -0.12
H 1.518424 1.027113 -2.594797 0.10 0.04 -0.10
H 0.374537 1.782716 -0.936653 -0.08 -0.09 0.18
H -1.540378 0.008350 -1.458071 0.09 0.03 0.17
H -2.392335 0.692171 1.214823 0.05 -0.14 -0.04
H -2.443863 -1.064112 0.805261 0.10 0.10 -0.01
H -0.223008 -0.908552 2.345122 -0.04 0.06 -0.15
H -0.014091 -2.116307 -0.154910 0.00 0.20 0.02

=====

Entry 2:
90
Properties=species:S:1:pos:R:3:forces:R:3 method="wB97M-V/def2-TZVPD" e_lumo_ev=0.3 e_tot_ev=-44204.7296 smiles=CC(C)O.CC(C)O.CC(C)O.CO.CO.CO.CO.CO.CO.CO.CO.CO homo_ha=-0.3325 e_above_lowest_kj_mol=458.4
C 24.042286 10.562124 1.056019 0.87 -0.47 -0.77
C 24.072861 11.693449 2.032767 -0.82 1.23 0.31
C 23.725599 13.081103 1.425079 0.37 -0.37 0.01
O 23.161776 11.445292 3.075763 0.24 -0.11 0.64
H 23.139036 10.508233 0.447883 -0.16 0.06 0.19
H 24.199937 9.612822 1.568711 -0.31 0.01 0.16
H 24.896494 10.624576 0.377491 -0.01 0.19 -0.25
H 25.060293 11.755707 2.493353 0.07 0.00 0.03
H 23.539154 13.825255 2.199651 0.23 -0.19 0.26
H 22.797883 13.051919 0.852064 0.07 -0.24 -0.20
H 24.548365 13.448128 0.808812 -0.08 0.03 -0.24
H 22.326931 11.145872 2.681333 -0.23 0.04 0.05
C 19.007812 5.288580 -2.391532 0.54 0.65 0.94
C 18.922829 6.689726 -3.042967 -0.15 -1.24 0.84
C 17.992785 7.573190 -2.223714 -0.32 0.32 -0.84
O 20.209131 7.316523 -3.133932 -0.51 -0.47 -0.32
H 19.955762 4.794863 -2.605633 -0.16 -0.12 -0.44
H 18.149575 4.651713 -2.602024 0.07 0.05 -0.28
H 19.020512 5.431425 -1.308440 -0.03 -0.10 0.16
H 18.548634 6.441575 -4.036457 0.16 0.96 -0.33
H 16.983505 7.162637 -2.182219 0.04 -0.15 0.14
H 17.904791 8.549017 -2.703110 0.02 0.07 0.04
H 18.365520 7.728753 -1.210878 0.09 -0.16 0.03
H 20.483955 7.529409 -2.234527 0.21 0.29 0.13
C 21.085970 5.717990 -6.220102 0.03 0.04 -0.53
C 22.271559 6.644444 -5.849319 -1.80 -0.98 -1.37
C 23.162423 6.916438 -7.049175 -0.13 -0.36 0.74
O 21.689788 7.861213 -5.432882 0.84 0.43 0.24
H 20.542057 5.502248 -5.300096 0.07 -0.55 -0.07
H 21.387931 4.846738 -6.804078 0.26 -0.47 0.70
H 20.345366 6.138169 -6.904127 0.19 0.80 0.09
H 22.790712 6.071832 -5.077684 0.36 0.51 0.33
H 22.546116 7.366992 -7.826435 0.29 0.29 -0.03
H 23.563795 5.974349 -7.423463 0.04 0.01 -0.03
H 23.995516 7.532112 -6.709768 -0.02 0.28 -0.44
H 21.102813 7.670771 -4.689802 -0.14 0.03 0.31
C 20.633068 9.232415 1.980726 0.07 -0.99 -0.41
O 20.797668 10.612010 2.136080 -0.12 0.24 0.30
H 20.715932 8.713892 2.935952 -0.20 0.20 0.11
H 19.676004 9.013597 1.503257 -0.20 -0.11 0.25
H 21.379105 8.788642 1.318184 0.22 0.16 -0.04
H 20.256820 11.035526 1.455365 0.10 0.26 -0.15
C 25.063284 7.501304 -3.971156 -0.71 0.39 -0.30
O 25.878920 7.358385 -2.833316 0.52 -0.42 0.31
H 25.066286 8.523624 -4.350315 -0.07 0.03 0.04
H 25.333449 6.837943 -4.793996 0.37 -0.14 0.17
H 24.043728 7.252994 -3.676032 -0.05 0.08 -0.15
H 26.346882 8.164827 -2.608049 -0.02 0.00 -0.11
C 23.099666 11.085856 -5.415508 -1.47 0.82 -0.97
O 24.172862 11.060168 -4.555214 1.31 -0.55 1.28
H 23.355507 11.783665 -6.215755 -0.48 -0.18 -0.44
H 22.725972 10.128891 -5.785172 0.54 -0.26 -0.12
H 22.233825 11.500820 -4.895487 0.14 0.20 0.16
H 24.977429 11.054774 -5.078271 0.05 -0.03 0.09
C 26.541737 8.121244 0.867258 -0.31 -0.83 -0.33
O 27.089394 6.841953 0.531778 0.60 0.62 0.03
H 25.694290 8.240511 0.190015 -0.41 0.45 0.46
H 26.268843 8.083485 1.922350 -0.35 0.46 -0.04
H 27.192748 8.977171 0.687974 0.50 -0.36 -0.01
H 26.314151 6.342210 0.252200 -0.02 -0.33 -0.15
C 21.504109 13.424972 -1.720727 1.51 0.42 -2.78
O 21.001815 14.085720 -0.630912 -1.12 0.20 1.57
H 22.074419 12.514760 -1.528296 0.00 0.06 0.52
H 20.788467 13.203921 -2.516640 -0.59 -0.12 0.38
H 22.158444 14.154214 -2.204995 0.53 -0.55 -0.35
H 21.360138 14.973777 -0.637023 -0.19 -0.01 0.35
C 25.838055 4.291492 -1.101913 0.60 -1.13 0.57
O 25.078183 5.451827 -0.929868 -0.23 0.29 -0.41
H 25.453352 3.508920 -0.447363 -0.06 0.02 -0.03
H 25.831529 3.910977 -2.124923 -0.13 0.06 -0.10
H 26.875179 4.477623 -0.813115 0.17 -0.12 -0.06
H 25.383126 5.977355 -1.681428 -0.32 0.91 0.08
C 22.737342 9.011865 -2.000830 0.24 -1.00 -0.46
O 21.583601 9.228654 -1.180493 0.77 0.32 -0.25
H 22.395609 8.697412 -2.988221 0.20 0.21 -0.22
H 23.459340 9.823102 -2.105255 -0.47 0.53 0.15
H 23.346756 8.190768 -1.620105 -0.35 -0.16 0.41
H 21.279479 10.099197 -1.455249 -0.52 0.07 0.35
C 19.381275 11.033314 -4.179668 0.37 -0.12 -0.34
O 18.608769 12.162474 -4.506919 -0.50 0.60 0.38
H 19.529107 10.411367 -5.063321 -0.05 -0.37 0.21
H 20.372395 11.306965 -3.810352 0.09 0.12 0.03
H 18.888389 10.492053 -3.372977 -0.12 -0.10 -0.20
H 18.699788 12.420218 -5.426171 0.22 -0.21 0.00
C 18.351955 11.952082 -0.517835 -1.13 0.85 -0.80
O 19.663615 11.709442 -0.054630 -0.35 -0.08 -0.58
H 18.287307 12.408860 -1.509941 0.74 -0.15 -0.37
H 17.734804 11.062430 -0.634823 0.31 -0.23 0.66
H 17.848086 12.730578 0.058691 -0.15 -0.43 0.65
H 20.091013 12.567084 -0.175686 0.36 0.09 0.46

=====

Entry 3:
16
Properties=species:S:1:pos:R:3:forces:R:3 method="wB97M-V/def2-TZVPD" e_lumo_ev=0.4 e_tot_ev=-9876.6983 homo_ha=-0.3150 e_above_lowest_kj_mol=324.4
C -2.510868 0.877920 0.994682 -0.20 0.23 0.16
C -1.398928 0.025596 0.570965 0.21 0.64 0.31
N -0.445833 0.379958 -0.174854 -0.85 -0.25 -0.12
C 0.535372 -1.001514 -0.400430 -0.49 -1.18 -0.48
O 0.957452 -1.371010 0.701860 0.02 -0.24 -0.16
O 1.409046 -0.507738 -1.378855 -0.05 -0.35 -0.12
C 2.691407 -0.157033 -0.860182 0.16 0.04 0.02
H -2.719228 1.675190 0.280208 -0.07 -0.05 0.11
H -3.407283 0.320341 1.262875 0.04 0.06 -0.06
H -2.087036 1.316442 1.904170 -0.42 0.23 0.15
H -1.239705 -0.955777 1.042267 -0.07 0.30 0.02
H -0.416553 -1.541470 -0.862806 2.31 0.19 -0.09
H -0.472692 1.116216 -0.867436 -0.14 0.54 0.37
H 3.282229 0.207585 -1.706656 -0.21 -0.12 0.11
H 2.636082 0.635390 -0.099796 -0.12 -0.16 -0.15
H 3.186531 -1.020095 -0.406018 -0.11 0.11 -0.07